Entry from the Open Molecules 2025 dataset: C4H3NO2 in the gas phase at a distorted geometry (ωB97M-V with the def2-TZVPD basis set).

The value obtained for the largest force on an atom is 0.087 hartree/bohr. The value obtained for the energy above the lowest of the compared OMol25 structures with the same formula, charge and spin is 135.7 kJ/mol. The electronic energy is -359.41865 Ha. Its SMILES is O=C1C=CNC1=O.

XYZ file:
```
10
Properties=species:S:1:pos:R:3:nbo_charge:R:1
O -0.12785 -0.63649 2.39094 -0.468
C 0.11065 -0.34887 1.21776 0.449
C 0.78166 -0.99895 0.07390 -0.413
C 0.32923 -0.42811 -1.09052 0.097
N -0.47248 0.66552 -0.82306 -0.651
C -0.61210 0.95857 0.56777 0.587
O -1.38860 1.81981 1.03500 -0.509
H 1.37488 -1.87561 0.13414 0.240
H 0.64122 -0.72439 -2.11047 0.235
H -0.63662 1.56853 -1.39547 0.431
```